The following is a quantum chemistry calculation of a 2-piece molecular cluster, CClF2O2S overall at a distorted geometry, from the Open Molecules 2025 dataset.

Energy above the lowest of the compared OMol25 structures with the same formula, charge and spin (eV): 1.354
Total charge: -1
Frontier orbital gap (spin up / spin down) (eV): 5.390 / 5.386
E (Ha): -1246.71289
HOMO energy (spin up / spin down) (eV): -2.1 / -2.1

Each line ends with the Mulliken charge.
Atoms and positions in Å:
C 1.5987 0.4266 -0.3265  0.616
O -1.3913 -1.5433 0.9359  -0.587
O 0.6257 0.2442 -1.0371  -0.387
F 1.9539 1.5876 0.3204  -0.191
F 2.1472 -0.5924 0.4357  -0.179
S -1.5328 -0.1464 0.3425  0.126
Cl -3.4014 0.0236 -0.6710  -0.398


The following is a quantum chemistry calculation of a 2-piece molecular cluster, CClF3OS overall at a distorted geometry, from the Open Molecules 2025 dataset.

Energy above the lowest of the compared OMol25 structures with the same formula, charge and spin (eV): 1.726
Total charge: 0
Frontier orbital gap (spin up / spin down) (eV): 8.468 / 8.463
E (Ha): -1271.21873
HOMO energy (spin up / spin down) (eV): -9.5 / -9.9

Each line ends with the Mulliken charge.
Atoms and positions in Å:
C 1.3135 0.2303 -0.4492  0.403
O -3.0514 0.2973 0.1870  -0.344
F 1.3397 1.5777 -0.3609  -0.159
F 1.2770 -0.1022 -1.7484  -0.172
F -1.5176 -1.5345 0.9088  -0.243
S -1.9063 0.0810 1.0119  0.593
Cl 2.5451 -0.5496 0.4508  -0.078


The following is a quantum chemistry calculation of CClI3S as an isolated structure at a distorted geometry, from the Open Molecules 2025 dataset.

Energy above the lowest of the compared OMol25 structures with the same formula, charge and spin (eV): 0.142
Total charge: 0
Frontier orbital gap (eV): 7.610
E (Ha): -1789.48619
HOMO energy (eV): -9.2

Each line ends with the Mulliken charge.
Atoms and positions in Å:
C 1.2450 -0.2506 0.0435  -0.108
S 0.3108 0.9335 -0.6448  0.191
Cl -1.1226 -0.2622 -1.4675  -0.125
I -4.7076 1.1662 -0.8546  -0.011
I 2.8037 0.6654 1.1550  0.047
I -4.2857 -0.3731 1.2358  0.006